Here is a molecular structure, C3H8S at a distorted geometry from the OMol25 dataset. Energies are from ωB97M-V/def2-TZVPD.

Calculated values
Total charge ... 0
Energy above the lowest of the compared OMol25 structures with the same formula, charge and spin ... 2.138 eV
DFT total energy ... -517.20200 Ha
HOMO level ... -8.81 eV

Geometry (Å):
C 1.32725 -0.31242 -0.87895
C -0.08601 0.06716 -0.35475
C -0.16422 0.06982 1.02091
S -2.52790 0.34570 1.43277
H 1.63014 -1.17043 -0.32073
H 1.08366 -0.63259 -1.90494
H 2.17948 0.41409 -0.73975
H -0.74140 -0.82352 -0.63813
H -0.32807 1.01792 -0.92847
H 0.18127 -0.85144 1.48680
H 0.12382 0.92460 1.59803
H -2.67801 0.95112 0.22720

Force components x, y, z for each atom (eV/Å):
-0.15 0.15 0.01
0.12 -0.26 -5.02
-2.73 0.91 4.45
2.64 -0.35 -0.56
0.39 -0.94 0.19
1.05 0.37 0.15
-1.29 -0.34 -0.54
0.62 1.41 -0.42
-0.43 -1.15 1.05
-0.58 -0.05 0.16
0.20 0.46 0.14
0.16 -0.20 0.38

Per-atom natural (NBO) charges, elementary charge units:
1 C -0.60
2 C -0.50
3 C -0.19
4 S -0.32
5 H 0.20
6 H 0.22
7 H 0.21
8 H 0.23
9 H 0.22
10 H 0.20
11 H 0.20
12 H 0.12

***

Here is a single C17H16N6S2 molecule at a distorted geometry from the OMol25 dataset. Energies are from ωB97M-V/def2-TZVPD.

Calculated values
SMILES string ... NC(N)=Nc1nc(-c2ccc(CNc3cc4ccccc4[nH]3)s2)cs1
Total charge ... 0
Energy above the lowest of the compared OMol25 structures with the same formula, charge and spin ... 2.221 eV
DFT total energy ... -1782.25630 Ha
HOMO level ... -7.16 eV

Geometry (Å):
N -0.75642 3.49850 1.96819
C -0.90949 4.65756 1.27619
N -1.06791 5.76005 1.94406
N -0.86016 4.84757 0.01706
C -0.74655 3.81985 -0.87194
N -1.40217 2.67359 -0.54141
C -1.17633 1.78199 -1.56037
C -1.65651 0.35572 -1.57770
C -2.73484 -0.04970 -0.75912
C -2.86876 -1.44699 -0.78778
C -1.96122 -1.99634 -1.73346
C -1.70982 -3.53310 -1.76533
N -0.30736 -3.76921 -1.48150
C 0.44445 -3.21665 -0.47617
C 1.72790 -3.58394 -0.32632
C 2.46126 -2.59474 0.55860
C 3.72106 -2.48046 1.11898
C 3.96856 -1.43026 1.94086
C 3.03504 -0.54499 2.24395
C 1.72338 -0.60494 1.78422
C 1.45328 -1.70440 0.91694
N 0.27418 -2.02032 0.28721
S -0.89652 -0.88926 -2.57748
C -0.41205 2.17342 -2.64539
S 0.17188 3.84552 -2.37946
H -1.51312 3.51123 2.66486
H -0.77899 2.70221 1.24957
H -1.41325 6.42626 1.23715
H -0.21067 6.07223 2.31947
H -3.11698 0.57960 0.09538
H -3.68013 -2.02111 -0.33409
H -2.34590 -4.12247 -1.02645
H -1.77129 -3.86902 -2.87440
H 0.14389 -4.40238 -2.08363
H 2.23322 -4.38939 -0.89750
H 4.43848 -3.26107 0.88086
H 4.95824 -1.27328 2.32937
H 3.22135 0.25956 2.94936
H 0.93352 0.04555 2.16566
H -0.50858 -1.41751 0.27214
H -0.10464 1.61110 -3.52057

Force components x, y, z for each atom (eV/Å):
-0.54 -1.08 -0.83
0.92 -2.94 -1.96
-2.31 4.09 2.07
1.06 0.17 -3.10
-1.50 -1.70 1.56
1.54 0.66 -2.51
0.86 -1.61 -2.32
-1.31 1.84 1.35
2.26 0.96 0.53
1.13 -0.92 -2.75
-1.59 -1.97 1.75
0.46 0.49 -1.52
-1.68 0.95 0.60
1.43 1.49 0.22
3.27 -0.19 0.87
-2.14 -1.90 -1.18
-0.18 -1.57 -1.22
3.02 -1.25 -0.24
-3.37 3.19 1.42
-0.28 -1.69 -0.67
0.08 2.07 0.83
-0.30 -1.77 -0.74
-2.13 0.29 2.38
0.13 1.44 1.23
-1.48 -1.36 1.06
0.80 -0.67 -0.16
-0.33 1.18 1.76
0.50 0.03 0.86
0.86 0.52 1.02
0.20 -0.43 -1.54
0.65 0.03 0.12
0.21 0.98 -1.25
-0.64 0.09 1.95
0.72 -0.56 -0.29
-0.56 0.56 0.58
0.21 0.31 0.14
0.32 -0.16 0.21
0.34 -0.03 -0.10
0.33 -0.04 -0.29
-0.79 0.34 -0.05
-0.16 0.16 0.24

Per-atom natural (NBO) charges, elementary charge units:
1 N -0.83
2 C 0.63
3 N -0.81
4 N -0.62
5 C 0.26
6 N -0.55
7 C 0.10
8 C -0.20
9 C -0.25
10 C -0.28
11 C -0.21
12 C -0.24
13 N -0.62
14 C 0.33
15 C -0.35
16 C -0.10
17 C -0.20
18 C -0.24
19 C -0.22
20 C -0.26
21 C 0.22
22 N -0.58
23 S 0.46
24 C -0.44
25 S 0.39
26 H 0.40
27 H 0.43
28 H 0.40
29 H 0.39
30 H 0.25
31 H 0.24
32 H 0.21
33 H 0.21
34 H 0.40
35 H 0.21
36 H 0.21
37 H 0.21
38 H 0.21
39 H 0.21
40 H 0.42
41 H 0.24

***

Here is 6 unconnected molecules or ions with the total composition H12O5S at a distorted geometry from the OMol25 dataset. Energies are from ωB97M-V/def2-TZVPD.

Calculated values
SMILES string ... O.O.O.O.O.S
Total charge ... 0
Energy above the lowest of the compared OMol25 structures with the same formula, charge and spin ... 0.776 eV
DFT total energy ... -781.55765 Ha
HOMO level ... -9.82 eV

Geometry (Å):
O -1.01774 -0.58993 -0.79736
H -0.84181 -1.05627 -1.60677
H -1.90036 -0.86249 -0.59011
O 0.93324 1.49201 -0.72788
H 0.17304 0.92695 -0.64502
H 0.54899 2.33005 -0.96280
O 1.89028 0.46283 2.31457
H 1.90736 1.42562 2.34155
H 0.96930 0.33520 2.02643
O -0.45310 -3.21613 1.60169
H -0.94059 -3.84760 1.04906
H -0.30245 -2.48937 1.00433
O 0.23637 -1.96748 -2.86442
H 1.15199 -1.73154 -3.04031
H 0.24623 -2.95119 -2.92493
S -1.04724 3.28623 1.38656
H -1.18891 4.19218 0.39833
H -0.36460 4.26093 2.03710

Force components x, y, z for each atom (eV/Å):
0.10 0.35 0.67
0.75 -0.41 -0.92
-0.87 0.04 0.47
0.78 0.13 -0.11
-0.62 -0.76 0.09
-0.03 0.57 -0.08
-0.86 0.23 -0.01
0.39 0.05 -0.04
0.50 -0.31 0.01
-0.43 -0.71 -0.13
0.20 0.14 0.38
0.23 0.64 -0.31
0.04 -1.40 -0.26
0.06 0.28 0.08
-0.14 1.08 0.09
0.23 0.97 0.05
-0.20 -0.37 -0.09
-0.14 -0.52 0.13

Per-atom natural (NBO) charges, elementary charge units:
1 O -0.97
2 H 0.50
3 H 0.47
4 O -0.95
5 H 0.49
6 H 0.46
7 O -0.93
8 H 0.46
9 H 0.47
10 O -0.93
11 H 0.46
12 H 0.47
13 O -0.96
14 H 0.49
15 H 0.48
16 S -0.29
17 H 0.14
18 H 0.15

***

Here is a single C10H17NOS molecule at a distorted geometry from the OMol25 dataset. Energies are from ωB97M-V/def2-TZVPD.

Calculated values
SMILES string ... CC[C@H](CO)NCc1sccc1C
Total charge ... 0
Energy above the lowest of the compared OMol25 structures with the same formula, charge and spin ... 1.403 eV
DFT total energy ... -919.35478 Ha
HOMO level ... -8.83 eV

Geometry (Å):
C -2.00295 -2.29968 1.47358
C -1.27842 -1.21413 0.68376
C -0.62527 -1.78317 -0.60191
C 0.68884 -2.70358 -0.28669
O 1.12382 -3.27826 -1.54065
N -0.21080 -0.82130 -1.62538
C 0.93475 0.10734 -1.31533
C 0.63406 1.23389 -0.31505
S -0.71323 2.25551 -0.80013
C -0.78542 3.13807 0.70532
C 0.13396 2.54440 1.58038
C 0.97156 1.48648 0.98257
C 1.97708 0.68011 1.74747
H -2.81052 -2.80761 0.99980
H -1.20456 -2.97249 1.70008
H -2.47404 -1.86484 2.39153
H -0.52168 -0.79432 1.40304
H -1.99288 -0.42228 0.34352
H -1.33304 -2.42829 -1.08110
H 1.46739 -2.01682 0.16565
H 0.50895 -3.62264 0.43518
H 1.09290 -2.59339 -2.20633
H -1.06839 -0.14492 -1.75466
H 1.76838 -0.57380 -1.00582
H 1.16309 0.70448 -2.26467
H -1.44491 4.04126 0.88394
H 0.10137 2.97397 2.61585
H 1.53730 0.20597 2.66287
H 2.39542 -0.14412 1.13003
H 2.82281 1.20848 2.16149

Force components x, y, z for each atom (eV/Å):
0.01 1.36 0.95
-0.18 0.53 -0.32
2.24 -0.72 1.68
-1.12 -0.31 -0.12
0.12 -0.17 1.49
-1.62 2.84 -0.15
-0.01 0.30 -0.45
-1.36 -0.13 0.26
0.34 0.74 0.15
1.04 -1.13 0.50
-0.95 1.37 -0.48
-0.70 0.68 0.75
-0.12 -1.30 0.60
-0.41 -0.41 -0.90
0.01 -0.95 0.75
0.73 -0.41 -0.49
-0.64 0.00 -0.96
0.64 -0.30 0.49
-0.50 -0.47 -0.32
-0.67 -1.00 -0.29
0.17 2.09 -1.47
-0.22 0.47 -0.26
1.98 -1.88 -0.03
-0.37 1.23 -0.40
0.01 -1.44 0.96
0.87 -1.55 -0.32
0.77 -0.88 -0.93
-0.01 0.25 -0.82
-0.31 0.53 0.34
0.25 0.63 -0.22

Per-atom natural (NBO) charges, elementary charge units:
1 C -0.61
2 C -0.42
3 C -0.07
4 C -0.07
5 O -0.73
6 N -0.64
7 C -0.28
8 C -0.19
9 S 0.37
10 C -0.40
11 C -0.26
12 C -0.07
13 C -0.63
14 H 0.21
15 H 0.20
16 H 0.21
17 H 0.21
18 H 0.20
19 H 0.20
20 H 0.15
21 H 0.20
22 H 0.48
23 H 0.37
24 H 0.22
25 H 0.22
26 H 0.26
27 H 0.23
28 H 0.22
29 H 0.21
30 H 0.23

***

Here is a molecular structure, C2H3ClN2 at a distorted geometry from the OMol25 dataset. Energies are from ωB97M-V/def2-TZVPD.

Calculated values
Total charge ... 0
Energy above the lowest of the compared OMol25 structures with the same formula, charge and spin ... 5.023 eV
DFT total energy ... -647.53723 Ha
HOMO level (spin up / spin down) ... -9.17 / -10.36 eV

Geometry (Å):
C -1.69324 0.52556 0.91096
C -1.36868 -0.74108 0.41288
N -1.75307 1.54182 1.41186
N 2.05495 -0.03327 -1.03069
Cl -0.17709 -0.55015 -0.83922
H -1.50833 -1.63096 1.01442
H 2.26243 0.61889 -1.79529
H 2.18303 0.26920 -0.08492

Force components x, y, z for each atom (eV/Å):
0.24 -2.53 -0.27
0.64 1.01 -0.94
-0.56 2.60 1.01
1.01 -1.40 -1.30
-1.66 -1.21 0.69
0.24 -0.04 -0.42
-0.20 0.55 0.93
0.28 1.03 0.31

Per-atom natural (NBO) charges, elementary charge units:
1 C 0.17
2 C -0.27
3 N -0.27
4 N -0.71
5 Cl 0.17
6 H 0.24
7 H 0.33
8 H 0.33

***

Here is a single C2H3OP molecule at a distorted geometry from the OMol25 dataset. Energies are from ωB97M-V/def2-TZVPD.

Calculated values
SMILES string ... OP1=CC=1
Total charge ... 0
Energy above the lowest of the compared OMol25 structures with the same formula, charge and spin ... 1.190 eV
DFT total energy ... -494.51977 Ha
HOMO level ... -9.62 eV

Geometry (Å):
O 0.66529 0.50229 1.62224
P 1.22755 0.46749 -0.11118
C 0.04793 -0.72869 -0.72845
C -0.45231 0.47612 -0.93133
H 0.87153 -0.21030 2.30141
H 0.02100 -1.85160 -0.88221
H -1.25905 1.13040 -1.03523

Force components x, y, z for each atom (eV/Å):
0.88 -0.68 -0.54
-1.93 -0.16 2.19
0.12 -0.76 -1.18
2.60 -1.79 1.71
-0.02 1.13 -1.80
-0.55 1.72 0.23
-1.10 0.54 -0.62

Per-atom natural (NBO) charges, elementary charge units:
1 O -1.05
2 P 0.92
3 C -0.46
4 C -0.38
5 H 0.49
6 H 0.24
7 H 0.24